The following is a quantum chemistry calculation of a cluster of 5 separate species, C44H48Br2F5N3O3S in total, from OMol25.

Each line ends with the Mulliken charge.
Atoms and positions in Å:
H: 3.084 1.161 -2.201  0.29
N: 3.780 0.751 -1.548  -0.80
C: 3.168 0.068 -0.644  -0.46
C: 1.579 -0.027 -0.674  -1.29
C: 0.982 -1.014 0.447  2.23
C: 1.867 -2.357 0.369  -1.01
S: 2.027 -3.063 -1.328  -0.14
C: 3.759 -2.903 -1.950  -0.34
C: 4.889 -3.175 -0.863  -0.90
C: 1.147 -0.362 1.907  1.74
C: 1.698 -1.295 3.078  -0.42
C: 3.243 -1.282 3.237  -0.64
C: 4.440 -1.302 3.047  -0.36
C: 1.638 1.162 1.958  -0.61
O: 2.776 1.510 2.136  -0.45
N: 0.637 2.254 1.706  0.03
C: 0.599 3.182 2.782  0.37
O: 0.883 2.986 3.916  -0.35
F: 0.112 4.463 2.431  -0.26
C: -0.373 -0.134 2.438  -0.71
O: -0.755 0.387 3.457  -0.61
N: -1.212 -0.656 1.399  0.08
C: -0.597 -1.309 0.177  0.17
C: -1.313 -0.428 -0.963  -1.69
C: -1.173 -1.027 -2.429  -1.10
C: -0.652 0.053 -3.511  -0.55
Br: -1.628 -0.193 -5.207  -0.19
C: -1.126 -2.801 0.323  -0.63
Br: -1.122 -3.475 2.218  -0.06
C: -2.599 -3.064 -0.193  -0.71
C: -3.766 -2.403 0.662  -0.83
H: 3.812 -0.394 0.156  0.45
H: 1.088 1.001 -0.633  0.41
H: 1.343 -0.398 -1.721  0.62
H: 1.433 -3.184 1.016  0.22
H: 2.915 -2.205 0.763  0.18
H: 3.861 -1.906 -2.477  0.29
H: 3.867 -3.682 -2.771  0.47
H: 5.545 -4.003 -1.282  0.34
H: 4.506 -3.482 0.146  0.28
H: 5.555 -2.259 -0.839  0.22
H: 1.374 -2.366 2.998  0.35
H: 1.277 -0.922 4.068  0.51
H: 5.521 -1.306 2.764  0.39
H: 0.885 2.711 0.814  0.40
H: -1.827 0.145 1.214  0.46
H: -1.021 0.668 -0.886  0.61
H: -2.428 -0.435 -0.727  0.50
H: -2.132 -1.436 -2.853  0.77
H: -0.367 -1.828 -2.386  0.15
H: -0.677 1.104 -3.105  0.39
H: 0.441 -0.185 -3.701  0.32
H: -0.471 -3.557 -0.219  0.47
H: -2.783 -2.814 -1.273  0.11
H: -2.753 -4.188 -0.113  0.56
H: -3.445 -1.901 1.613  0.33
H: -4.482 -3.227 0.973  0.31
H: -4.402 -1.699 0.039  0.12
F: 2.734 -0.978 6.139  -0.21
C: 3.094 0.102 6.854  0.13
C: 3.550 -0.063 8.150  -0.53
C: 3.926 1.054 8.886  -0.46
C: 3.831 2.322 8.322  -0.53
C: 3.366 2.474 7.020  -0.51
C: 3.000 1.357 6.279  0.18
H: 3.609 -1.057 8.575  0.42
H: 4.292 0.937 9.900  0.36
H: 4.120 3.193 8.899  0.36
H: 3.288 3.462 6.582  0.39
H: 2.644 1.456 5.260  0.40
F: 4.627 8.673 0.949  -0.31
C: 3.309 8.483 0.767  0.38
C: 2.637 9.244 -0.174  -0.46
C: 1.276 9.044 -0.364  -0.28
C: 0.600 8.094 0.395  -0.58
C: 1.286 7.340 1.341  -0.22
C: 2.650 7.531 1.525  -0.53
H: 3.179 9.984 -0.750  0.40
H: 0.741 9.629 -1.104  0.36
H: -0.463 7.943 0.248  0.38
H: 0.758 6.603 1.935  0.43
H: 3.202 6.947 2.251  0.43
F: -0.748 -3.973 -5.381  -0.27
C: -0.685 -3.904 -6.722  0.26
C: -1.685 -4.490 -7.479  -0.43
C: -1.623 -4.414 -8.865  -0.34
C: -0.557 -3.763 -9.478  -0.48
C: 0.443 -3.183 -8.706  -0.35
C: 0.377 -3.249 -7.320  -0.29
H: -2.503 -5.000 -6.984  0.40
H: -2.404 -4.863 -9.468  0.36
H: -0.507 -3.709 -10.559  0.36
H: 1.275 -2.680 -9.184  0.36
H: 1.142 -2.795 -6.702  0.42
F: -6.391 -2.750 -0.156  -0.26
C: -7.365 -1.867 -0.439  0.34
C: -8.162 -2.069 -1.552  -0.49
C: -9.171 -1.158 -1.841  -0.39
C: -9.363 -0.052 -1.020  -0.48
C: -8.552 0.142 0.092  -0.42
C: -7.550 -0.774 0.389  -0.21
H: -7.991 -2.932 -2.184  0.40
H: -9.806 -1.310 -2.706  0.36
H: -10.148 0.660 -1.249  0.36
H: -8.701 1.006 0.729  0.35
H: -6.914 -0.644 1.256  0.44

Properties
SMILES string: [H]/N=C\C[C@@]1(CSCC)[C@@](CC#C)(C(=O)NC(=O)F)C(=O)N[C@]1(CCCBr)[C@@H](Br)CC.Fc1ccccc1.Fc1ccccc1.Fc1ccccc1.Fc1ccccc1
Electronic energy (a.u.): -8140.7806
LUMO energy (eV): 0.02
Max |F| (eV/A): 3.63
Frontier orbital gap (Eh): 0.331
Net charge: 0